ORCA calculation (ωB97M-V/def2-TZVPD) on a molecular structure, C29H31CrN4O.

```
66
Properties=species:S:1:pos:R:3:lowdin_charge:R:1
Cr -0.6330 -0.1504 -0.2928 0.78
C -3.9830 1.5866 1.3692 -0.07
C -3.1127 0.7460 2.2983 -0.38
C -3.9670 0.1864 3.4472 -0.05
C -2.4156 -0.4108 1.6056 -0.23
C -1.5143 -1.2124 2.3306 -0.03
C -1.0709 -2.4228 1.8464 -0.03
C -1.5009 -2.9032 0.6018 -0.28
C -1.0665 -4.2557 0.1079 -0.03
C -2.3466 -2.0970 -0.1437 -0.06
C -2.7849 -0.8502 0.3373 -0.10
H -4.3814 2.4441 1.9135 0.09
H -4.8402 1.0071 1.0111 0.09
H -3.4342 1.9593 0.5038 0.07
H -2.3420 1.3811 2.7429 0.12
H -4.6676 -0.5655 3.0703 0.10
H -4.5461 0.9895 3.9076 0.09
H -3.3578 -0.2802 4.2242 0.08
H -1.1790 -0.8718 3.3036 0.13
H -0.3795 -3.0166 2.4344 0.13
H 0.0019 -4.4100 0.2729 0.09
H -1.2775 -4.3813 -0.9543 0.08
H -1.6017 -5.0407 0.6464 0.10
H -2.7187 -2.4512 -1.0982 0.13
H -3.5422 -0.3177 -0.2194 0.12
C -0.5437 4.1992 0.3510 -0.08
C 0.0588 4.6234 -0.8292 -0.08
C 0.3900 3.6882 -1.7935 -0.03
C 0.1084 2.3375 -1.5822 -0.19
C -0.5305 1.8774 -0.4199 -0.15
C -0.8246 2.8494 0.5468 -0.12
C 0.5118 1.2841 -2.5460 -0.19
C 1.1683 1.5660 -3.7663 0.01
C 1.5330 0.5524 -4.5888 0.02
C 1.2622 -0.7855 -4.2245 -0.15
C 1.6190 -1.8821 -5.0451 -0.02
C 1.3400 -3.1586 -4.6551 -0.06
C 0.6922 -3.3835 -3.4203 -0.05
C 0.3389 -2.3412 -2.6135 -0.02
C 0.6122 -1.0089 -2.9971 -0.17
N 0.2431 0.0399 -2.1781 0.06
H -0.8020 4.9270 1.1143 0.10
H 0.2688 5.6743 -0.9929 0.11
H 0.8700 4.0231 -2.7064 0.10
H -1.2878 2.5558 1.4838 0.07
H 1.3694 2.5914 -4.0358 0.11
H 2.0318 0.7543 -5.5310 0.13
H 2.1137 -1.6855 -5.9903 0.12
H 1.6132 -3.9962 -5.2847 0.11
H 0.4790 -4.3991 -3.1062 0.11
H -0.1378 -2.5317 -1.6623 0.07
C 4.8380 0.8403 2.6426 -0.01
N 3.5611 0.3374 2.1639 -0.08
C 3.3913 -0.7372 1.2020 -0.01
C 1.8863 -0.6944 1.0000 -0.46
O 1.2697 -1.4197 0.2140 -0.01
N 1.3306 0.2752 1.7520 0.19
C 2.3553 0.8853 2.3640 -0.39
N 2.1729 1.9639 3.1218 0.23
H 5.5711 0.0402 2.5857 0.10
H 4.7647 1.1392 3.6899 0.09
H 5.1964 1.6831 2.0487 0.10
H 3.7272 -1.7029 1.5792 0.15
H 3.8998 -0.5276 0.2600 0.15
H 1.2562 2.3810 3.1102 0.12
H 2.9437 2.5024 3.4730 0.11
```

## Properties
Net charge: +1
E_tot (hartree): -2462.2977
<S²>: 6.037
2S+1: 5
HOMO energy (spin up / spin down) (eV): -10.45 / -10.82

ORCA calculation (ωB97M-V/def2-TZVPD) on a molecular structure, C5H9N2O at a distorted geometry.

```
17
Properties=species:S:1:pos:R:3:lowdin_charge:R:1
C -1.8599 -1.1550 0.1101 0.14
C 2.4972 0.0428 0.1790 -0.08
C 1.3283 -0.8248 0.3324 -0.13
C 0.4316 0.5984 -0.7380 -0.22
C -1.4073 1.2288 -0.1887 0.03
N -1.7347 0.0565 0.5688 -0.02
N 1.2822 0.7157 0.4516 0.03
O 0.5710 -0.7379 -0.9346 -0.04
H -2.1129 -2.0758 0.6826 0.14
H -1.9741 -1.2392 -0.9518 0.11
H 3.2257 0.0836 1.0253 0.15
H 2.7987 0.0748 -0.8695 0.14
H 0.9429 -1.6756 0.8643 0.15
H 0.8034 1.1963 -1.5817 0.15
H -1.9314 1.5015 -1.0795 0.10
H -1.2649 2.1257 0.5085 0.14
H -1.5958 0.0840 1.6213 0.21
```

## Properties
Net charge: +1
E_tot (hartree): -380.2346
HOMO energy (eV): -13.63
ΔE to the lowest compared entry with this formula, charge and spin (eV): 5.911

ORCA calculation (ωB97M-V/def2-TZVPD) on a molecular structure, C9H19Br2P at a distorted geometry.

```
31
Properties=species:S:1:pos:R:3:lowdin_charge:R:1
C -1.0243 2.0466 1.8822 -0.16
C -2.1575 0.1203 0.6397 -0.09
C 1.0667 -0.7197 -2.4781 -0.18
C 0.1250 1.4838 -2.7744 -0.13
C 0.4041 -2.2821 0.5735 -0.19
C 1.1814 -0.8018 2.3695 -0.66
C -0.9790 1.2241 0.5755 -0.58
C 0.1655 0.2902 -1.7816 -0.57
C 1.1348 -1.0702 0.9538 -0.99
P 0.7257 0.7715 -0.0217 1.04
Br 1.9312 -2.3620 3.3946 0.59
Br 3.0203 -1.0939 0.2038 0.63
H -0.3046 2.8112 1.7629 0.04
H -2.0016 2.5456 2.1018 0.09
H -0.7017 1.3989 2.7243 0.06
H -1.9998 -0.1962 1.7047 0.08
H -2.0581 -0.6402 -0.0629 0.01
H -3.1448 0.5285 0.3961 0.08
H 1.0453 -1.7029 -1.9123 0.05
H 0.8098 -0.7274 -3.5716 0.09
H 2.1304 -0.4992 -2.3845 0.03
H 0.9941 1.9755 -3.1874 0.08
H -0.4742 2.3958 -2.4114 0.08
H -0.5093 1.0576 -3.4980 0.05
H -0.6359 -2.0867 0.8943 0.09
H 0.4518 -2.3696 -0.4944 0.03
H 0.7797 -3.2549 0.9557 0.08
H 1.8747 0.0033 2.8109 0.09
H 0.1218 -0.7223 2.5953 0.05
H -1.1717 2.0733 -0.2341 0.11
H -0.7999 -0.1968 -1.7261 0.09
```

## Properties
E_tot (hartree): -5843.6224
HOMO energy (eV): -8.97
ΔE to the lowest compared entry with this formula, charge and spin (eV): 0.000

ORCA calculation (ωB97M-V/def2-TZVPD) on a molecular structure, C41H33N9OP2Sn.

```
87
Properties=species:S:1:pos:R:3:lowdin_charge:R:1
Sn 0.1145 0.0646 0.0130 0.99
C -4.7017 0.4276 -5.8419 -0.02
C -4.7199 -0.2500 -4.4612 -0.43
C -6.0710 -0.9549 -4.2455 -0.01
C -3.6027 -1.2766 -4.3925 -0.09
C -3.5871 -2.3404 -5.2908 -0.02
C -2.5706 -3.2786 -5.2961 -0.06
C -1.5321 -3.1489 -4.3893 -0.08
C -1.5177 -2.1110 -3.4683 -0.26
P -0.0905 -1.8683 -2.3654 0.98
C 0.3604 -3.5298 -1.7834 -0.39
C 1.6636 -3.7138 -1.3161 -0.11
C 2.0380 -4.9106 -0.7266 -0.08
C 1.1110 -5.9349 -0.5894 -0.08
C -0.1891 -5.7532 -1.0373 -0.07
C -0.5664 -4.5559 -1.6273 -0.10
C 1.2067 -1.4866 -3.6004 -0.36
C 1.4035 -0.1343 -3.8776 -0.11
C 2.3239 0.2684 -4.8339 -0.08
C 3.0713 -0.6813 -5.5146 -0.09
C 2.8921 -2.0300 -5.2381 -0.08
C 1.9647 -2.4315 -4.2882 -0.09
C -2.5666 -1.1902 -3.4730 -0.18
O -2.4911 -0.1788 -2.5422 -0.02
C -3.4841 0.7517 -2.4663 -0.18
C -3.3975 1.6765 -1.4167 -0.25
C -4.3415 2.6940 -1.3348 -0.07
C -5.3658 2.7874 -2.2593 -0.06
C -5.4599 1.8314 -3.2547 -0.02
C -4.5361 0.7995 -3.3769 -0.09
P -2.2187 1.5223 -0.0315 1.01
C -3.2727 0.9573 1.3279 -0.35
C -4.3184 0.0758 1.0524 -0.09
C -5.0428 -0.4872 2.0899 -0.07
C -4.7362 -0.1690 3.4052 -0.07
C -3.6970 0.7072 3.6847 -0.07
C -2.9586 1.2642 2.6519 -0.12
C -1.7261 3.2312 0.3307 -0.37
C -2.4096 4.0729 1.2053 -0.10
C -1.9638 5.3684 1.4138 -0.06
C -0.8385 5.8355 0.7495 -0.07
C -0.1558 5.0058 -0.1268 -0.07
C -0.5958 3.7076 -0.3310 -0.11
H -4.8438 -0.3076 -6.6344 0.08
H -3.7498 0.9325 -6.0104 0.10
H -5.5015 1.1644 -5.9241 0.08
H -6.2381 -1.7118 -5.0120 0.08
H -6.8945 -0.2419 -4.2964 0.08
H -6.0970 -1.4433 -3.2707 0.10
H -4.3896 -2.4297 -6.0121 0.11
H -2.5797 -4.0927 -6.0082 0.11
H -0.7172 -3.8620 -4.3948 0.11
H 2.3924 -2.9167 -1.4190 0.11
H 3.0516 -5.0417 -0.3701 0.10
H 1.4003 -6.8690 -0.1258 0.10
H -0.9212 -6.5406 -0.9139 0.11
H -1.5918 -4.4099 -1.9396 0.10
H 0.8260 0.6099 -3.3384 0.08
H 2.4641 1.3216 -5.0406 0.10
H 3.7975 -0.3719 -6.2551 0.10
H 3.4770 -2.7734 -5.7647 0.10
H 1.8373 -3.4858 -4.0753 0.10
H -4.2785 3.4151 -0.5308 0.10
H -6.0941 3.5837 -2.1913 0.11
H -6.2791 1.8861 -3.9605 0.11
H -4.5552 -0.1897 0.0298 0.11
H -5.8335 -1.1912 1.8683 0.11
H -5.3002 -0.6145 4.2144 0.11
H -3.4348 0.9430 4.7077 0.11
H -2.1343 1.9265 2.8857 0.09
H -3.2840 3.7151 1.7329 0.11
H -2.4935 6.0131 2.1027 0.11
H -0.4894 6.8452 0.9219 0.11
H 0.7268 5.3624 -0.6407 0.11
H -0.0491 3.0592 -1.0073 0.07
N -1.0847 -1.6548 3.0216 0.16
C -0.4918 -0.4244 3.2007 -0.50
N -0.3226 0.1660 4.3641 0.05
N 0.2774 1.3395 4.0623 -0.07
N 0.4610 1.4513 2.7999 -0.07
N -0.0309 0.3333 2.2015 -0.20
C -1.6407 -2.0134 1.8146 -0.46
N -2.6151 -2.8931 1.6918 0.06
N -2.8655 -2.9415 0.3713 -0.04
N -2.0986 -2.1450 -0.2719 -0.07
N -1.2695 -1.5353 0.6183 -0.16
H -1.5474 -2.0356 3.8322 0.15
```

## Properties
E_tot (hartree): -3047.2712
HOMO energy (eV): -7.88
ΔE to the lowest compared entry with this formula, charge and spin (eV): 0.000

ORCA calculation (ωB97M-V/def2-TZVPD) on a molecular structure, C23H25BO4 at a distorted geometry.

```
53
Properties=species:S:1:pos:R:3:lowdin_charge:R:1
C -6.2308 -0.4792 -0.0103 0.00
C -5.4967 -0.1579 1.2374 -0.41
C -5.4001 -1.0953 2.2608 -0.06
C -4.4885 -0.5985 3.2061 -0.16
C -3.5224 0.3387 2.6796 0.24
B -2.3997 -1.2010 -2.0784 -0.78
O -2.7111 0.1623 -2.2694 0.10
C -1.4831 0.7092 -1.7345 -0.09
C -0.6958 -0.3379 -0.8141 -0.24
C -0.0639 0.5291 0.3627 -0.05
C -0.2043 -1.3567 -2.0755 0.00
O -1.4561 -1.8749 -2.8258 0.11
C -1.4780 -1.4433 -0.0705 -0.12
O -2.6956 -1.7229 -0.7904 0.09
O -4.8435 0.9532 1.5165 -0.06
H -7.1024 -1.1047 0.2399 0.09
H -6.5867 0.3895 -0.5816 0.09
H -5.5976 -1.1322 -0.6436 0.10
H -5.8689 -2.0598 2.2002 0.11
H -4.6599 -1.0639 4.1726 0.09
H -0.7026 0.9776 -2.4786 0.14
H -1.7979 1.6106 -1.2262 0.13
H 1.0308 0.3696 0.3532 0.10
H -0.1037 1.5731 0.0017 0.10
H -1.0658 -0.0803 2.5766 0.05
H 0.4358 -0.9402 -2.8596 0.12
H 0.2639 -2.3191 -1.8268 0.12
H -0.7232 -2.2756 -0.0498 0.14
H -1.6811 -1.1503 0.9544 0.09
C -0.5306 0.6669 1.9987 -0.08
C 0.9568 0.7399 2.6309 -0.23
C 1.6258 1.9740 2.8117 -0.05
C 3.0345 1.9867 3.0076 -0.10
C 3.8490 0.8339 2.9929 -0.10
C 3.1458 -0.3850 2.9330 -0.11
C 1.7638 -0.4283 2.6285 -0.08
C 4.4624 0.6914 -1.7560 0.02
C 4.1340 1.7012 -2.5832 -0.09
C 4.1586 1.3433 -4.0002 -0.07
C 4.6406 0.0772 -4.3445 -0.11
C 5.0066 -0.8562 -3.3541 -0.08
C 4.8366 -0.5760 -1.9774 -0.11
H -0.9990 1.6737 2.1007 0.09
H 1.0494 2.9228 2.8616 0.11
H 3.5240 2.9363 3.2023 0.09
H 5.0201 0.8497 3.1017 0.13
H 3.7062 -1.3131 3.1128 0.10
H 1.2868 -1.4169 2.5499 0.11
H 3.6816 2.6666 -2.3249 0.10
H 3.9004 2.0572 -4.8071 0.11
H 4.6836 -0.2435 -5.3978 0.11
H 5.4218 -1.8271 -3.6310 0.10
H 4.9701 -1.2940 -1.1826 0.10
```

## Properties
E_tot (hartree): -1216.7527
HOMO energy (eV): -5.39
ΔE to the lowest compared entry with this formula, charge and spin (eV): 6.079